{
  "formula": "C38H91F14N13O32S14",
  "method": "ωB97M-V with the def2-TZVPD basis set",
  "symbols": ["C", "C", "N", "C", "C", "C", "C", "C", "O", "C", "H", "H", "H", "H", "H", "H", "H", "H", "H", "H", "H", "H", "H", "H", "H", "H", "H", "H", "H", "H", "C", "C", "N", "C", "C", "C", "C", "C", "O", "C", "H", "H", "H", "H", "H", "H", "H", "H", "H", "H", "H", "H", "H", "H", "H", "H", "H", "H", "H", "H", "C", "C", "N", "C", "C", "C", "C", "C", "O", "C", "H", "H", "H", "H", "H", "H", "H", "H", "H", "H", "H", "H", "H", "H", "H", "H", "H", "H", "H", "H", "C", "C", "N", "C", "C", "C", "C", "C", "O", "C", "H", "H", "H", "H", "H", "H", "H", "H", "H", "H", "H", "H", "H", "H", "H", "H", "H", "H", "H", "H", "C", "C", "N", "C", "C", "N", "C", "C", "H", "H", "H", "H", "H", "H", "H", "H", "H", "H", "H", "N", "S", "O", "O", "F", "S", "O", "O", "F", "N", "S", "O", "O", "F", "S", "O", "O", "F", "N", "S", "O", "O", "F", "S", "O", "O", "F", "N", "S", "O", "O", "F", "S", "O", "O", "F", "N", "S", "O", "O", "F", "S", "O", "O", "F", "N", "S", "O", "O", "F", "S", "O", "O", "F", "N", "S", "O", "O", "F", "S", "O", "O", "F"],
  "xyz": [[-2.31, -4.49, 0.32], [-1.86, -4.84, 1.77], [-0.75, -4.02, 2.33], [0.51, -4.43, 1.57], [-1.12, -2.61, 2.07], [-0.06, -1.67, 2.55], [-0.44, -4.28, 3.76], [-0.51, -5.71, 4.20], [0.32, -6.50, 3.44], [0.12, -7.88, 3.59], [-2.72, -3.45, 0.24], [-3.04, -5.27, 0.16], [-1.55, -4.52, -0.46], [-1.59, -5.89, 1.95], [-2.71, -4.59, 2.41], [1.40, -4.12, 2.05], [0.54, -4.06, 0.53], [0.58, -5.52, 1.50], [-2.13, -2.48, 2.47], [-1.11, -2.49, 0.97], [0.90, -1.91, 2.09], [0.15, -1.60, 3.59], [-0.39, -0.68, 2.25], [-1.09, -3.70, 4.40], [0.60, -3.94, 3.89], [-1.52, -6.12, 4.28], [-0.22, -5.61, 5.26], [0.27, -8.28, 4.59], [0.97, -8.32, 3.03], [-0.91, -8.05, 3.35], [4.70, 2.99, -5.20], [3.49, 3.19, -4.34], [2.32, 2.34, -4.59], [1.16, 2.72, -3.79], [1.73, 2.43, -6.06], [1.32, 3.81, -6.54], [2.66, 0.93, -4.29], [2.99, 0.53, -2.93], [2.00, -0.14, -2.23], [2.03, -1.54, -2.50], [4.43, 3.19, -6.21], [5.24, 2.05, -5.25], [5.31, 3.82, -4.89], [3.28, 4.28, -4.58], [3.88, 3.08, -3.37], [0.34, 2.17, -4.14], [0.97, 3.76, -3.80], [1.31, 2.46, -2.76], [0.91, 1.74, -6.01], [2.58, 2.06, -6.63], [0.32, 4.13, -6.21], [1.21, 3.59, -7.60], [1.99, 4.67, -6.57], [3.54, 0.68, -4.89], [1.79, 0.34, -4.75], [3.41, 1.31, -2.26], [3.87, -0.11, -3.16], [1.60, -1.94, -1.60], [3.06, -1.84, -2.59], [1.52, -1.85, -3.40], [5.88, 2.12, 0.34], [4.76, 2.28, 1.31], [3.88, 0.99, 1.62], [4.44, -0.29, 1.32], [3.47, 1.04, 3.04], [4.68, 0.71, 3.92], [2.69, 1.18, 0.75], [1.73, 2.25, 1.03], [0.79, 1.77, 2.03], [0.00, 2.81, 2.48], [6.68, 1.39, 0.62], [6.32, 3.06, 0.18], [5.41, 1.90, -0.63], [4.03, 2.92, 0.82], [5.13, 2.77, 2.26], [3.82, -1.05, 1.81], [5.41, -0.40, 1.71], [4.41, -0.52, 0.24], [2.73, 0.21, 3.13], [3.00, 1.97, 3.35], [4.43, 0.96, 4.97], [5.49, 1.33, 3.53], [4.94, -0.33, 3.96], [2.15, 0.16, 0.72], [3.11, 1.31, -0.22], [1.25, 2.40, 0.03], [2.17, 3.18, 1.44], [0.45, 3.52, 3.21], [-0.88, 2.39, 3.01], [-0.34, 3.41, 1.65], [-3.26, 0.40, -5.71], [-3.62, -0.83, -4.90], [-2.72, -1.16, -3.69], [-1.28, -1.50, -4.18], [-2.76, 0.09, -2.82], [-1.77, -0.05, -1.66], [-3.35, -2.46, -3.06], [-4.62, -2.23, -2.20], [-4.35, -1.81, -0.87], [-5.39, -1.22, -0.11], [-3.36, 1.36, -5.22], [-4.07, 0.35, -6.42], [-2.29, 0.33, -6.11], [-3.58, -1.72, -5.46], [-4.62, -0.80, -4.53], [-0.67, -0.67, -4.57], [-1.36, -2.14, -5.03], [-0.80, -1.93, -3.29], [-3.79, 0.34, -2.56], [-2.48, 0.98, -3.36], [-1.99, -0.94, -1.05], [-1.89, 0.86, -1.05], [-0.72, 0.12, -1.96], [-2.67, -3.05, -2.45], [-3.60, -3.06, -3.92], [-5.28, -3.18, -2.34], [-5.21, -1.46, -2.67], [-5.32, -1.60, 0.95], [-6.35, -1.49, -0.58], [-5.30, -0.12, -0.14], [-0.28, 5.75, 4.16], [-1.76, 5.95, 4.35], [-2.56, 4.78, 4.34], [-3.37, 4.35, 3.33], [-3.86, 3.10, 3.64], [-3.27, 2.79, 4.81], [-2.50, 3.76, 5.20], [-3.49, 1.51, 5.52], [0.25, 4.96, 4.68], [0.25, 6.64, 4.51], [-0.11, 5.69, 3.11], [-2.12, 6.51, 3.49], [-2.01, 6.60, 5.18], [-3.64, 4.96, 2.50], [-4.67, 2.50, 3.24], [-1.86, 3.82, 6.08], [-3.19, 1.63, 6.56], [-3.03, 0.69, 5.00], [-4.53, 1.34, 5.45], [3.87, 6.34, -1.58], [5.43, 6.02, -1.55], [6.17, 7.24, -1.67], [5.98, 4.86, -2.19], [5.54, 5.62, -0.01], [2.84, 5.28, -1.18], [1.99, 5.70, -0.12], [3.40, 3.91, -1.13], [1.78, 5.21, -2.39], [-5.34, 4.06, -1.09], [-4.58, 3.75, -2.43], [-5.52, 3.51, -3.49], [-3.42, 2.85, -2.39], [-4.01, 5.19, -2.63], [-5.54, 3.04, 0.02], [-5.47, 3.76, 1.27], [-4.75, 1.83, 0.04], [-7.08, 2.69, -0.12], [4.25, -4.28, 2.13], [4.98, -3.96, 0.79], [6.37, -3.70, 0.67], [4.10, -3.25, -0.03], [5.04, -5.44, 0.25], [3.90, -3.47, 3.53], [4.91, -2.60, 4.08], [3.21, -4.34, 4.39], [2.76, -2.42, 3.03], [-3.70, -3.44, 6.06], [-4.26, -4.89, 5.62], [-4.02, -5.13, 4.24], [-5.56, -5.18, 6.12], [-3.18, -5.79, 6.38], [-4.48, -2.13, 5.69], [-3.92, -0.92, 6.14], [-5.93, -2.32, 5.67], [-3.95, -1.97, 4.13], [-0.51, 5.40, 7.40], [-1.78, 6.09, 7.91], [-1.79, 6.42, 9.37], [-2.94, 5.55, 7.35], [-1.51, 7.54, 7.31], [0.43, 4.38, 8.12], [1.42, 4.01, 7.15], [-0.07, 3.43, 9.01], [1.29, 5.35, 9.13], [-1.56, -7.19, -4.61], [-1.84, -5.86, -4.01], [-0.95, -5.30, -3.04], [-3.25, -5.59, -3.74], [-1.61, -5.04, -5.32], [-2.23, -8.55, -4.22], [-1.96, -9.09, -2.93], [-2.17, -9.48, -5.29], [-3.69, -8.19, -4.10], [2.04, -1.77, -7.51], [0.90, -0.77, -7.83], [1.08, 0.18, -8.87], [0.27, -0.30, -6.65], [-0.14, -1.82, -8.50], [3.57, -1.66, -7.84], [4.20, -0.54, -7.08], [3.92, -1.91, -9.21], [3.99, -2.94, -7.04]],
  "multiplicity": 1,
  "total_charge": -2,
  "energy_ev": -315507.1307,
  "lumo_energy_ev": 2.5,
  "homo_ev": -6.8
}

{
  "formula": "C21H26ClIN3O3PdSi2",
  "method": "ωB97M-V with the def2-TZVPD basis set",
  "symbols": ["Pd", "C", "O", "C", "O", "N", "N", "H", "H", "H", "H", "H", "H", "C", "Si", "C", "C", "C", "C", "C", "C", "C", "Si", "C", "C", "H", "H", "H", "H", "H", "H", "H", "H", "H", "H", "H", "H", "H", "H", "H", "H", "Cl", "C", "C", "C", "I", "C", "O", "C", "N", "C", "C", "C", "C", "H", "H", "H", "H"],
  "xyz": [[-0.30, 0.28, 0.25], [4.79, 1.12, 0.35], [3.77, 2.15, 0.22], [2.53, 1.66, 0.24], [2.24, 0.48, 0.45], [1.60, 2.67, 0.17], [0.22, 2.42, -0.04], [5.68, 1.60, 0.76], [4.97, 0.68, -0.65], [4.37, 0.33, 0.96], [1.94, 3.58, -0.06], [-0.11, 2.88, -0.92], [-0.32, 2.81, 0.75], [1.80, -2.63, -0.66], [0.06, -1.95, -0.70], [-1.13, -3.08, 0.14], [-0.31, -2.11, -2.52], [0.10, -3.21, -3.28], [-0.10, -3.21, -4.69], [-0.55, -2.03, -5.30], [-0.94, -0.92, -4.50], [-0.83, -0.98, -3.13], [-1.23, 0.37, -1.92], [-0.70, 1.90, -2.89], [-3.09, 0.38, -1.82], [1.75, -3.72, -0.62], [2.38, -2.25, 0.17], [2.27, -2.34, -1.59], [-0.64, -4.03, 0.42], [-1.96, -3.28, -0.51], [-1.49, -2.63, 1.06], [0.51, -4.10, -2.78], [0.11, -4.12, -5.25], [-0.63, -1.98, -6.39], [-1.34, 0.00, -4.93], [-1.15, 1.83, -3.88], [0.39, 1.98, -2.98], [-1.12, 2.81, -2.44], [-3.49, 0.03, -2.79], [-3.44, 1.37, -1.61], [-3.42, -0.30, -1.04], [-0.76, 2.28, 6.67], [-1.20, 1.98, 5.03], [-1.94, 2.89, 4.32], [-2.29, 2.70, 2.97], [-3.24, 4.22, 1.92], [-1.85, 1.51, 2.30], [-2.17, 1.17, 1.09], [-0.95, 0.63, 3.02], [-0.23, -0.27, 2.28], [0.64, -1.11, 2.86], [0.78, -1.10, 4.25], [0.10, -0.16, 4.99], [-0.69, 0.79, 4.42], [-2.23, 3.80, 4.85], [1.16, -1.78, 2.21], [1.42, -1.81, 4.74], [0.24, -0.19, 6.04]],
  "multiplicity": 5,
  "relative_energy_kcal_mol": 0.0,
  "total_charge": 1,
  "energy_ev": -72661.0139,
  "lumo_energy_ev": [-2.7, -6.0],
  "homo_ev": [-8.2, -11.8]
}

{
  "formula": "C12H32FLiO4Zn",
  "method": "ωB97M-V with the def2-TZVPD basis set",
  "symbols": ["Li", "Zn", "F", "C", "C", "C", "O", "H", "H", "H", "H", "H", "H", "H", "H", "C", "C", "C", "O", "H", "H", "H", "H", "H", "H", "H", "H", "C", "C", "C", "O", "H", "H", "H", "H", "H", "H", "H", "H", "C", "C", "C", "O", "H", "H", "H", "H", "H", "H", "H", "H"],
  "xyz": [[-5.00, 9.99, 25.37], [-2.28, 12.22, 23.97], [-4.05, 11.22, 24.03], [-5.65, 12.56, 26.90], [-7.04, 12.10, 26.46], [-7.64, 12.90, 25.25], [-6.92, 10.82, 25.95], [-4.98, 12.62, 26.05], [-5.25, 11.86, 27.64], [-5.67, 13.52, 27.42], [-7.75, 12.19, 27.28], [-6.88, 13.02, 24.47], [-7.84, 13.92, 25.58], [-8.52, 12.52, 24.74], [-7.80, 10.61, 25.61], [-3.95, 9.65, 20.07], [-4.41, 11.03, 20.55], [-5.17, 11.79, 19.41], [-5.29, 10.92, 21.64], [-3.33, 9.63, 19.18], [-4.74, 8.91, 19.94], [-3.27, 9.23, 20.82], [-3.57, 11.67, 20.82], [-5.94, 11.18, 18.93], [-4.42, 12.10, 18.69], [-5.77, 12.56, 19.88], [-4.87, 10.85, 22.49], [-4.92, 15.59, 24.33], [-4.27, 14.55, 23.44], [-4.16, 15.00, 21.98], [-3.00, 14.27, 23.99], [-4.95, 15.17, 25.34], [-5.96, 15.76, 24.05], [-4.42, 16.56, 24.35], [-4.90, 13.66, 23.41], [-5.13, 15.20, 21.54], [-3.69, 14.30, 21.29], [-3.55, 15.89, 21.87], [-2.54, 15.11, 24.06], [-1.35, 7.96, 23.17], [-1.45, 8.98, 24.25], [-0.45, 8.80, 25.36], [-1.32, 10.25, 23.75], [-1.01, 6.99, 23.54], [-0.56, 8.18, 22.46], [-2.27, 7.93, 22.58], [-2.41, 8.96, 24.77], [-0.45, 7.80, 25.80], [-0.49, 9.55, 26.15], [0.56, 8.90, 24.98], [-0.43, 10.30, 23.39]],
  "multiplicity": 2,
  "total_charge": 1,
  "energy_ev": -72488.4548,
  "lumo_energy_ev": [-3.3, -3.6],
  "homo_ev": [-9.6, -12.2]
}